DFT (ωB97M-V with the def2-TZVPD basis set) results for a 2-piece molecular cluster, C5H8Cl3NO3 overall.

Summary:
largest force on an atom: 4.55 eV/A
LUMO level: 0.4 eV
total charge: 0
HOMO-LUMO gap: 10.552 eV
SMILES: O=C(Cl)C(Cl)Cl.[H]/N=C(/O)OCC
relative energy (zero: lowest compared OMol25 entry of this formula, charge and spin): 0.4474 eV
HOMO: -10.16 eV

```
20
C5H8Cl3NO3 (ωB97M-V with the def2-TZVPD basis set)
C 0.157 0.386 -0.056
C 0.381 2.172 2.915
C 0.261 2.215 1.453
C 0.035 -2.462 -2.610
C -0.795 -1.999 -1.428
N 0.660 -0.640 -0.626
O -0.938 0.895 -0.556
O -1.729 -1.247 -1.571
O 0.866 1.035 0.902
Cl 1.505 -3.294 -2.233
Cl -1.004 -3.375 -3.794
Cl -0.786 -3.112 -0.132
H -0.199 1.424 3.409
H 1.522 2.209 3.282
H -0.021 3.027 3.519
H 0.750 3.148 1.020
H -0.817 2.250 0.850
H 0.288 -1.538 -3.213
H 1.404 -1.297 -0.204
H -1.541 0.206 -0.927
```

Results of the Mulliken charge analysis, in e, for atoms 1 through 6: C 0.52; C -1.12; C -0.09; C 0.14; C 0.53; N -0.50

DFT (ωB97M-V with the def2-TZVPD basis set) results for an isolated ion of composition C5H15N2 and charge +1.

Summary:
largest force on an atom: 4.09 eV/A
LUMO level: -2.7 eV
total charge: +1
HOMO-LUMO gap: 11.864 eV
SMILES: CC[N@@H+](C)CCN
relative energy (zero: lowest compared OMol25 entry of this formula, charge and spin): 1.6481 eV
HOMO: -14.54 eV

```
22
C5H15N2 (ωB97M-V with the def2-TZVPD basis set)
N -2.280 0.020 -0.253
C -2.014 -0.670 1.055
C -0.434 -0.633 1.106
N 0.273 -0.198 -0.113
C 1.445 0.787 0.297
C 1.669 1.870 -0.789
C 0.794 -1.287 -1.037
H -0.519 0.337 -0.588
H -2.642 0.957 -0.102
H -2.958 -0.571 -0.759
H -2.295 -1.768 1.046
H -2.450 -0.246 1.948
H 0.047 0.023 2.006
H -0.094 -1.683 1.269
H 1.246 1.140 1.334
H 2.301 0.167 0.370
H 0.734 2.460 -0.914
H 1.990 1.381 -1.746
H 2.377 2.562 -0.263
H 0.084 -1.334 -1.876
H 1.838 -1.045 -1.459
H 0.889 -2.271 -0.530
```

Results of the Mulliken charge analysis, in e, for atoms 1 through 6: N -0.66; C -0.38; C -0.58; N 0.16; C -0.60; C -1.00

DFT (ωB97M-V with the def2-TZVPD basis set) results for C27H46BaBrN3OP2 as an isolated structure.

Summary:
largest force on an atom: 1.78 eV/A
LUMO level (spin up / spin down): -6.4 / -6.4 eV
total charge: +2
HOMO-LUMO gap (spin up / spin down): 6.553 / 6.568 eV
relative energy (zero: lowest compared OMol25 entry of this formula, charge and spin): 0.0000 eV
HOMO (spin up / spin down): -12.97 / -12.97 eV

```
81
C27H46BaBrN3OP2 (ωB97M-V with the def2-TZVPD basis set)
N -4.518 -1.343 2.977
C -3.962 -0.234 3.496
C -3.911 0.978 2.790
C -4.467 1.031 1.488
C -5.082 -0.128 0.973
C -5.085 -1.286 1.766
C -4.295 2.229 0.710
Ba 0.506 1.211 -0.254
P 3.105 0.010 -2.103
C -4.240 2.270 -0.659
C -2.982 2.673 -1.250
C -2.578 2.152 -2.499
C -1.259 2.307 -2.931
C -0.437 3.150 -2.181
C -0.786 3.678 -0.932
C -2.077 3.441 -0.470
Br 1.324 3.672 -2.952
H -4.203 3.135 1.313
H -5.028 1.922 -1.325
H -3.374 1.840 3.195
H -5.492 -0.140 -0.033
H -3.551 -0.285 4.516
H -5.565 -2.201 1.404
H -3.292 1.571 -3.082
H -2.383 3.833 0.504
H -0.903 1.822 -3.841
H -0.054 4.219 -0.324
P -0.461 -1.948 -0.288
C 3.431 1.655 -1.319
C 4.538 2.579 -1.814
H 3.539 1.467 -0.227
H 2.501 2.242 -1.515
H 4.585 3.458 -1.160
H 5.534 2.127 -1.822
H 4.334 2.965 -2.819
C 2.683 0.488 -3.835
C 3.807 0.615 -4.851
H 2.143 1.448 -3.777
H 1.958 -0.269 -4.184
H 3.381 0.931 -5.814
H 4.566 1.360 -4.578
H 4.304 -0.342 -5.035
C 4.718 -0.850 -2.186
C 6.041 -0.107 -2.023
H 4.705 -1.397 -3.143
H 4.654 -1.593 -1.371
H 6.859 -0.836 -1.964
H 6.275 0.549 -2.872
H 6.087 0.473 -1.093
C 0.623 -3.296 0.349
C 2.124 -3.100 0.181
H 0.294 -4.233 -0.119
H 0.373 -3.376 1.416
H 2.642 -4.009 0.516
H 2.411 -2.910 -0.861
H 2.479 -2.263 0.793
C -0.229 -2.149 -2.119
C -1.248 -1.432 -3.002
H -0.253 -3.225 -2.316
H 0.792 -1.799 -2.350
H -1.205 -1.837 -4.028
H -2.280 -1.548 -2.640
H -1.037 -0.351 -3.069
C -2.127 -2.705 -0.062
C -2.365 -3.360 1.293
H -2.288 -3.435 -0.868
H -2.843 -1.881 -0.229
H -3.391 -3.744 1.333
H -1.685 -4.201 1.473
H -2.257 -2.633 2.106
C 3.040 0.281 3.458
N 1.785 -0.448 3.661
C 0.598 -0.061 3.161
N -0.513 -0.559 3.762
O 0.488 0.693 2.145
H 3.243 0.464 2.394
H 3.851 -0.349 3.848
H 3.043 1.250 3.990
H 1.724 -1.060 4.472
H -1.382 -0.086 3.586
H -0.397 -1.067 4.635
```

Results of the Mulliken charge analysis, in e, for atoms 1 through 6: N -0.51; C -0.78; C -0.35; C 0.76; C -0.27; C -0.59

DFT (ωB97M-V with the def2-TZVPD basis set) results for C58H112Br12Hg2N6O6 as an isolated structure.

Summary:
largest force on an atom: 3.64 eV/A
LUMO level: 2.4 eV
total charge: -2
HOMO-LUMO gap: 2.345 eV
relative energy (zero: lowest compared OMol25 entry of this formula, charge and spin): 3.4446 eV
HOMO: 0.05 eV

```
196
C58H112Br12Hg2N6O6 (ωB97M-V with the def2-TZVPD basis set)
Hg -0.720 1.413 2.949
Hg -1.404 1.266 -1.002
C -0.885 4.066 5.388
C -1.848 3.061 6.034
C -3.205 3.768 5.765
C -4.423 2.811 5.832
C -4.173 1.563 5.026
C -2.864 0.808 5.368
N -1.823 1.833 5.270
O -0.472 1.284 5.216
C -2.844 -0.351 4.405
C -3.090 0.200 6.769
C -1.566 2.978 7.533
H -1.079 5.073 5.745
H -0.918 4.023 4.290
H 0.158 3.741 5.504
H -3.209 4.450 4.917
H -3.490 4.426 6.602
H -5.227 3.393 5.372
H -4.567 2.606 6.896
H -3.994 1.900 3.993
H -5.054 0.917 5.034
H -3.792 -0.874 4.324
H -2.058 -1.072 4.655
H -2.520 -0.120 3.379
H -3.537 0.825 7.547
H -2.191 -0.121 7.315
H -3.700 -0.702 6.663
H -0.569 2.646 7.823
H -2.056 2.044 7.870
H -2.177 3.631 8.154
C -2.286 -0.912 -4.693
C -2.779 -1.979 -3.740
C -2.951 -3.237 -4.589
C -3.143 -4.542 -3.856
C -1.974 -4.743 -2.899
C -1.738 -3.501 -2.044
N -1.843 -2.221 -2.687
O -1.672 -1.127 -1.897
C -0.356 -3.586 -1.420
C -2.779 -3.575 -0.899
C -4.198 -1.620 -3.222
H -1.457 -1.332 -5.265
H -2.026 0.007 -4.178
H -3.013 -0.595 -5.458
H -2.148 -3.351 -5.328
H -3.831 -3.142 -5.246
H -3.138 -5.388 -4.555
H -4.131 -4.621 -3.385
H -1.077 -4.875 -3.510
H -2.189 -5.618 -2.286
H -0.156 -2.637 -0.934
H 0.374 -3.837 -2.191
H -0.339 -4.320 -0.602
H -2.664 -4.435 -0.222
H -3.806 -3.559 -1.278
H -2.698 -2.734 -0.200
H -4.536 -0.689 -3.691
H -4.231 -1.446 -2.142
H -4.984 -2.373 -3.355
C 2.377 -4.144 -7.216
C 3.687 -4.242 -6.427
C 4.563 -3.071 -6.967
C 5.568 -2.636 -5.919
C 4.935 -2.379 -4.559
C 4.196 -3.625 -4.030
N 3.257 -3.999 -5.056
O 2.522 -5.082 -4.573
C 3.452 -3.058 -2.830
C 5.253 -4.655 -3.586
C 4.516 -5.500 -6.678
H 2.603 -4.460 -8.267
H 2.026 -3.127 -7.310
H 1.744 -5.001 -6.978
H 4.094 -2.179 -7.402
H 5.111 -3.496 -7.820
H 6.195 -1.772 -6.190
H 6.329 -3.433 -5.857
H 4.243 -1.553 -4.731
H 5.746 -2.072 -3.888
H 4.144 -2.436 -2.234
H 3.101 -3.841 -2.163
H 2.644 -2.353 -3.042
H 5.119 -4.694 -2.491
H 6.281 -4.372 -3.807
H 5.032 -5.710 -3.765
H 4.021 -6.307 -6.116
H 5.510 -5.458 -6.229
H 4.555 -5.813 -7.725
C 1.795 -2.037 1.077
C 0.773 -1.280 1.934
C 1.020 -1.652 3.433
C 2.276 -1.018 3.955
C 2.391 0.489 3.679
C 2.039 0.949 2.246
N 0.919 0.164 1.817
O 0.261 0.741 0.704
C 3.324 0.672 1.440
C 1.787 2.438 2.365
C -0.633 -1.777 1.623
H 1.430 -3.071 1.010
H 2.796 -2.144 1.481
H 1.685 -1.757 0.028
H 1.221 -2.733 3.352
H 0.079 -1.701 3.980
H 3.157 -1.462 3.477
H 2.401 -1.175 5.026
H 3.453 0.678 3.852
H 1.855 0.986 4.492
H 4.183 1.326 1.604
H 3.162 0.619 0.361
H 3.651 -0.332 1.724
H 2.746 2.925 2.511
H 1.222 2.675 3.284
H 1.357 3.011 1.542
H -1.085 -1.329 0.737
H -1.287 -1.789 2.496
H -0.535 -2.847 1.424
C -5.540 2.154 1.423
C -4.604 2.007 0.201
C -5.206 2.781 -0.963
C -5.095 4.279 -0.721
C -3.660 4.721 -0.567
C -2.909 3.903 0.485
N -3.220 2.466 0.394
O -2.431 1.731 1.280
C -3.162 4.480 1.884
C -1.436 4.144 0.171
C -4.589 0.535 -0.182
H -5.367 1.343 2.127
H -6.571 2.058 1.062
H -5.529 3.152 1.860
H -6.241 2.508 -1.195
H -4.743 2.510 -1.922
H -5.729 4.522 0.137
H -5.512 4.752 -1.621
H -3.698 5.788 -0.305
H -3.136 4.728 -1.525
H -4.211 4.796 1.950
H -2.480 5.260 2.233
H -3.113 3.784 2.734
H -1.154 5.195 0.052
H -1.173 3.594 -0.737
H -0.750 3.843 0.973
H -3.921 0.328 -1.024
H -5.598 0.257 -0.513
H -4.359 -0.187 0.602
C -2.292 2.445 -3.789
C -0.818 2.710 -4.165
C -0.842 4.220 -4.515
C 0.518 4.901 -4.348
C 1.133 4.566 -2.992
C 1.272 3.035 -2.784
N -0.026 2.406 -2.946
O 0.125 0.985 -2.673
C 1.680 2.962 -1.314
C 2.424 2.514 -3.657
C -0.499 1.961 -5.484
H -2.684 3.222 -3.133
H -2.457 1.487 -3.290
H -2.894 2.522 -4.701
H -1.699 4.825 -4.212
H -0.924 4.329 -5.610
H 0.431 5.993 -4.390
H 1.255 4.566 -5.082
H 0.620 5.035 -2.150
H 2.157 4.945 -3.091
H 2.582 3.583 -1.167
H 1.967 1.963 -0.994
H 0.976 3.423 -0.620
H 3.257 3.216 -3.731
H 2.047 2.281 -4.653
H 2.828 1.626 -3.173
H -1.446 1.879 -6.023
H -0.219 0.946 -5.191
H 0.171 2.500 -6.149
C 7.061 -2.138 4.035
Br 6.689 -0.860 5.437
Br 7.494 -3.897 4.762
Br 8.603 -1.621 2.935
H 6.218 -2.225 3.364
C 2.163 -2.458 7.507
Br 1.681 -3.720 6.117
Br 2.515 -3.459 9.108
Br 0.782 -1.150 7.832
H 3.073 -1.915 7.299
C 3.460 2.515 7.067
Br 3.234 3.826 8.498
Br 3.997 0.853 7.849
Br 4.773 3.097 5.752
H 2.484 2.540 6.593
C 4.717 -5.370 1.184
Br 3.406 -5.857 -0.184
Br 3.828 -5.196 2.908
Br 5.758 -3.815 0.728
H 5.357 -6.230 1.285
```

Results of the Mulliken charge analysis, in e, for atoms 1 through 6: Hg 2.84; Hg 3.58; C -1.10; C 1.16; C -1.41; C -1.02